# 1
18
Properties=species:S:1:pos:R:3:forces:R:3 method="wB97M-V/def2-TZVPD" orbital_gap_ev=10.0 smiles="C=[NH+]CCCC" charge=+1 homo_ev=-15.1806
C 2.083789 -1.280303 -1.531980 0.4 -0.1 -0.2
N 0.960114 -1.120948 -0.984206 -0.6 0.1 0.2
C 0.725183 -0.629453 0.401124 0.4 0.1 0.2
C -0.754688 -0.593133 0.720972 -0.1 -0.3 0.0
C -1.506226 0.629961 0.244344 -0.4 0.7 -0.5
C -0.868017 1.969429 0.602378 0.2 0.3 0.1
H 2.171388 -1.651421 -2.546664 -0.1 0.0 0.0
H 2.971803 -1.046045 -0.960346 0.1 0.0 0.0
H 0.103522 -1.342692 -1.490822 0.1 0.0 -0.2
H 1.234250 0.335512 0.486022 -0.3 0.0 -0.1
H 1.245211 -1.295029 1.081390 0.1 -0.3 -0.1
H -0.852565 -0.738986 1.794424 0.0 0.3 0.2
H -1.227290 -1.494211 0.326752 0.0 -0.2 -0.2
H -2.529813 0.593517 0.607190 0.0 -0.1 0.4
H -1.680489 0.623370 -0.837686 0.3 -0.2 -0.1
H -1.604149 2.763825 0.710725 -0.1 -0.1 0.0
H -0.298548 1.940785 1.530454 -0.1 -0.1 0.2
H -0.173481 2.335816 -0.154074 0.1 -0.2 -0.2

=====

# 2
18
Properties=species:S:1:pos:R:3:forces:R:3 method="wB97M-V/def2-TZVPD" orbital_gap_ev="6.6 / 10.5" charge=+1 homo_ev="-11.4920 / -13.6754"
C 1.383173 2.583280 -0.453337 -1.9 -2.0 -2.0
C -0.000649 2.261872 -0.050484 -1.3 2.2 -0.9
C -1.083246 -2.910454 0.055300 1.0 -0.1 -2.3
C -1.549542 -1.689444 0.683688 3.4 -0.6 3.5
C 0.852234 0.006212 -0.428833 1.4 -2.6 -1.1
N 1.075802 1.276199 0.183424 -0.7 -0.5 2.9
H 1.650302 2.547384 -1.480888 0.3 -0.3 -0.6
H 1.862117 3.272123 0.103459 1.8 1.8 2.0
H -0.435895 2.999049 0.683516 0.6 -1.7 -0.1
H -0.722492 1.955966 -0.834556 0.7 0.0 0.7
H -1.552761 -3.741574 0.522872 -0.6 -1.0 0.6
H -1.527410 -2.854435 -0.972044 1.2 -0.7 0.4
H 0.069943 -3.202433 0.129134 -2.3 1.1 -0.4
H -1.224263 -1.660927 1.768537 -0.7 0.6 -1.2
H -2.325780 -1.079689 0.388612 -1.5 1.0 -0.8
H 1.405372 -0.902823 0.066692 -1.2 2.1 -1.0
H 0.815160 0.042480 -1.552749 -0.2 -0.1 1.4
H 1.307936 1.097214 1.187655 0.1 0.8 -1.0

=====

# 3
19
Properties=species:S:1:pos:R:3:forces:R:3 method="wB97M-V/def2-TZVPD" orbital_gap_ev=8.5 smiles="CCC/C(N)=C/N" charge=0 homo_ev=-7.4868
C 2.431952 -1.567045 0.440901 -0.3 -1.1 1.3
C 1.008789 -1.301553 -0.085368 1.4 0.4 -0.8
C 0.735740 0.189992 -0.234939 -0.8 0.4 0.2
C -0.728583 0.554207 -0.308863 0.2 -0.7 0.7
N -1.569785 -0.329225 -1.007247 -0.9 0.5 -0.3
C -1.171128 1.681389 0.244801 0.3 0.4 0.1
N -2.459475 2.248235 0.025908 -0.7 -0.2 0.6
H 2.417183 -1.903779 1.488254 -0.2 0.4 0.0
H 3.119598 -0.724448 0.419839 -0.1 0.0 -0.4
H 2.852165 -2.456354 -0.035834 0.2 0.4 -0.3
H 0.243501 -1.806681 0.497283 0.0 0.0 0.2
H 1.048728 -1.738583 -1.079701 -0.7 -0.1 -0.2
H 1.195133 0.753709 0.578550 -0.1 0.0 0.1
H 1.158406 0.621333 -1.146621 0.4 -0.4 -0.1
H -1.542594 -1.315709 -0.793126 0.7 0.1 0.1
H -2.529582 -0.052256 -0.835882 0.0 0.1 -0.4
H -0.487048 2.234238 0.879375 0.1 0.2 -0.3
H -3.196092 1.741570 0.517491 0.1 -0.2 -0.2
H -2.526909 3.170961 0.435179 0.3 0.1 -0.2

=====

# 4
19
Properties=species:S:1:pos:R:3:forces:R:3 method="wB97M-V/def2-TZVPD" orbital_gap_ev=10.1 charge=0 homo_ev=-9.1156
C 1.578776 -1.751010 -1.479224 -0.1 -0.4 0.1
C 1.378504 -1.336054 -0.020432 0.0 0.0 -0.1
C 0.974807 0.152703 0.166696 -0.1 -1.2 -0.1
C -0.247927 0.328064 1.073352 0.2 0.6 0.1
N -1.459126 0.086573 0.309009 0.2 0.2 0.0
C -2.265474 1.033437 0.048729 0.0 -0.7 0.1
N -2.203910 2.365541 0.394403 0.2 -0.4 -0.3
H 1.964781 -2.779385 -1.503639 0.0 0.3 -0.2
H 0.637478 -1.752918 -2.028026 -0.1 0.1 0.0
H 2.267278 -1.097874 -2.022670 0.1 0.0 0.2
H 0.605769 -1.959828 0.428444 -0.1 -0.1 -0.1
H 2.294483 -1.607790 0.515982 0.0 0.4 0.1
H 0.667793 0.505545 -0.815788 0.2 0.4 -0.1
H 1.837840 0.699766 0.530345 0.0 0.3 0.0
H -0.174667 1.321022 1.551855 -0.2 -0.1 -0.1
H -0.232072 -0.382859 1.895822 0.1 -0.2 0.1
H -3.121753 0.738726 -0.548279 -0.3 0.3 0.0
H -1.413436 2.612821 0.967151 -0.4 0.3 0.2
H -3.089143 2.823519 0.536270 0.3 0.2 0.1

=====

# 5
19
Properties=species:S:1:pos:R:3:forces:R:3 method="wB97M-V/def2-TZVPD" orbital_gap_ev=9.6 smiles="[H]/N=C(/C)C[C@@H](C)N" charge=0 homo_ev=-8.6873
H -1.899003 0.563060 -0.138368 0.0 0.3 -0.8
N -1.669212 0.914618 -1.091772 1.4 -0.5 -0.1
C -0.420156 0.678613 -1.325811 -2.1 0.5 0.7
C 0.168729 1.173990 -2.621204 0.2 -0.2 0.1
C 0.514438 0.023476 -0.319611 -0.3 -0.2 -0.3
C -0.124657 -0.800757 0.811074 0.4 0.2 0.5
C 0.926905 -1.122235 1.875892 0.4 -0.4 -0.2
N -1.252653 -0.118609 1.456815 -0.3 0.0 0.5
H -0.418965 0.791764 -3.459894 0.1 0.1 0.1
H 0.139989 2.267681 -2.631277 0.0 -0.2 -0.1
H 1.205194 0.846205 -2.728904 0.0 0.1 -0.1
H 1.143181 0.822179 0.091323 0.1 -0.1 0.1
H 1.177178 -0.643145 -0.887971 0.1 0.1 0.2
H -0.502866 -1.738966 0.387543 -0.1 0.2 0.0
H 1.778262 -1.652905 1.437284 0.0 0.0 0.1
H 1.309532 -0.206734 2.343727 -0.1 -0.1 -0.1
H 0.510015 -1.752857 2.668667 0.0 0.1 -0.1
H -1.668114 -0.739284 2.154518 0.1 0.2 -0.3
H -0.917799 0.693906 1.977969 0.0 -0.2 -0.2

=====

# 6
19
Properties=species:S:1:pos:R:3:forces:R:3 method="wB97M-V/def2-TZVPD" orbital_gap_ev=8.9 charge=0 homo_ev=-7.9702
C -2.722048 0.150649 -0.341081 0.2 -0.1 0.0
C -1.282692 0.091770 -0.769783 -0.3 -0.4 0.6
C -0.248299 -0.009536 0.082309 -0.2 0.5 -0.6
N -0.361533 -0.115625 1.460430 -0.1 0.0 -0.1
C 1.154393 0.036727 -0.474511 -0.5 -0.1 -1.1
C 1.962226 -1.191784 -0.072174 0.0 0.2 -0.4
N 1.904650 1.244257 -0.139951 0.0 0.0 0.2
H -3.352481 0.457670 -1.172179 -0.1 0.0 0.0
H -3.074131 -0.824257 0.003154 -0.1 0.0 0.0
H -2.866131 0.860855 0.475916 -0.1 0.1 0.0
H -1.115295 -0.043779 -1.827625 0.3 0.3 -0.1
H -1.277798 0.072477 1.836183 0.1 0.1 0.1
H 0.399319 0.278315 1.993610 -0.2 0.0 0.0
H 0.940241 0.102628 -1.583197 0.8 -0.4 1.0
H 2.065879 -1.245528 1.010541 0.0 0.0 0.1
H 1.463893 -2.096831 -0.409532 0.0 -0.1 0.0
H 2.953689 -1.136935 -0.514232 0.1 0.0 0.0
H 2.067050 1.297106 0.861274 0.1 0.1 -0.1
H 1.389068 2.071819 -0.419152 0.0 0.0 0.1

=====

# 7
19
Properties=species:S:1:pos:R:3:forces:R:3 method="wB97M-V/def2-TZVPD" orbital_gap_ev=9.0 charge=0 homo_ev=-7.9808
C 1.482109 -0.324855 1.001568 2.9 -1.9 -3.6
C 1.048679 0.650687 -0.142929 -0.8 -0.2 1.0
C -0.020842 0.082554 -1.048682 0.0 0.6 -0.9
C 0.333967 -0.604784 -2.128148 1.0 -1.4 -0.9
C -2.052613 0.404023 0.366886 -0.7 -0.1 -1.0
N -1.326241 0.567911 -0.900276 -0.6 0.1 0.6
N 0.332356 -0.888761 1.769695 0.8 4.2 0.2
H 2.296626 0.218910 1.497000 -0.2 -0.3 0.7
H 1.975898 -1.095052 0.390743 0.2 -0.3 0.4
H 1.954011 0.895108 -0.691287 0.0 -0.2 -0.2
H 0.695865 1.610383 0.250371 -0.1 0.0 0.2
H 1.354150 -0.892004 -2.371489 0.3 0.6 0.6
H -0.244048 -1.124598 -2.884656 -1.0 0.5 0.4
H -1.481938 0.853717 1.168886 -0.2 -0.4 0.3
H -3.030568 0.887748 0.289406 0.3 0.6 -0.1
H -2.377375 -0.635962 0.477663 0.8 -0.1 0.8
H -1.947662 0.271717 -1.637760 0.4 -0.1 -0.3
H 0.473815 0.195409 1.841517 -3.8 -1.0 1.9
H 0.533818 -1.072145 2.751486 0.7 -0.6 -0.2

=====

# 8
19
Properties=species:S:1:pos:R:3:forces:R:3 method="wB97M-V/def2-TZVPD" orbital_gap_ev=9.7 smiles="C=CCCNCN" charge=0 homo_ev=-8.5197
C -2.973835 0.715479 0.045179 2.4 -2.9 -0.5
C -2.302975 -0.443027 -0.038005 0.0 -0.3 0.5
C -1.278849 -0.673332 1.089835 1.4 0.2 -3.2
C 0.069045 0.027916 0.753551 0.2 -0.2 -2.3
N 0.703970 -0.481481 -0.517113 -2.5 -1.0 1.7
C 2.083377 -0.396484 -0.505522 2.9 1.6 0.1
N 2.628661 0.942486 -0.984852 2.0 0.9 -0.8
H -3.864568 0.861419 -0.385433 -3.0 0.9 -2.1
H -2.443172 1.503766 0.448926 0.4 1.6 1.8
H -2.442887 -1.280178 -0.783622 -0.5 1.0 1.2
H -1.744497 -0.375825 1.981578 -0.2 0.5 1.3
H -1.089229 -1.737710 1.112553 0.2 -0.3 0.3
H 0.065740 1.112174 0.530551 -0.6 -0.2 1.3
H 0.871080 -0.289880 1.383099 0.0 0.5 1.5
H 0.211263 -0.254911 -1.376931 0.5 0.1 0.3
H 2.597152 -0.517077 0.536309 -1.4 -0.5 -1.7
H 2.427975 -1.129054 -1.209724 0.8 -0.5 -0.2
H 3.326813 0.901701 -1.806326 -1.7 -0.4 1.7
H 3.154936 1.514018 -0.274054 -1.0 -1.1 -0.7

=====

Energy above the lowest of the compared OMol25 structures with the same formula, charge and spin in kcal per mole, matching the order above: 27.5, 153.3, 25.2, 16.8, 14.6, 14.9, 83.4, 70.7